(1)
C30H48Br6O18 | wB97M-V/def2-TZVPD

## Properties
spin multiplicity: 1
frontier orbital gap: 6.164 eV
LUMO: -0.3 eV
HOMO: -6.44 eV
E_tot: -17969.5164 Eh

XYZ file:
```
102
C30H48Br6O18 | the OMol25 dataset | wB97M-V/def2-TZVPD
Br 3.000 0.093 4.046
C 1.722 -0.949 3.090
C 0.263 -0.608 3.543
Br -0.064 -1.450 5.279
H 1.856 -2.007 3.315
H 1.861 -0.828 2.016
H -0.558 -1.005 2.946
H 0.105 0.453 3.734
Br 1.792 -3.523 1.695
C 2.648 -3.642 -0.153
C 2.204 -5.001 -0.802
Br 0.314 -4.835 -1.357
H 3.719 -3.440 -0.175
H 2.171 -2.823 -0.691
H 2.245 -5.832 -0.097
H 2.799 -5.209 -1.691
Br -3.209 -1.963 1.798
C -1.763 -3.206 2.406
C -2.184 -4.021 3.644
Br -1.786 -3.088 5.344
H -0.790 -2.738 2.557
H -1.701 -3.953 1.614
H -1.609 -4.946 3.680
H -3.217 -4.364 3.587
C 0.668 -0.106 -4.768
C 0.445 0.065 -3.325
C 1.491 0.870 -2.551
O 0.734 1.745 -1.773
C -0.485 1.853 -2.315
O -1.239 2.814 -2.007
O -0.624 0.847 -3.169
H 1.632 -0.593 -4.916
H 0.641 0.878 -5.235
H -0.205 -0.719 -4.993
H 0.368 -0.869 -2.767
H 2.194 1.512 -3.082
H 2.026 0.202 -1.876
C 3.445 0.955 -0.203
C 3.704 -0.519 -0.412
C 5.159 -0.984 -0.095
O 5.171 -1.543 1.195
C 3.970 -1.820 1.527
O 3.679 -2.571 2.435
O 3.115 -1.337 0.606
H 3.551 1.651 -1.035
H 4.049 1.263 0.651
H 2.418 0.979 0.160
H 3.476 -0.873 -1.417
H 5.821 -0.126 -0.209
H 5.513 -1.818 -0.701
C 2.302 3.289 -0.447
C 1.443 4.549 -0.524
C 0.942 4.763 -1.907
O -0.373 4.985 -1.710
C -0.763 4.509 -0.511
O -1.937 4.280 -0.163
O 0.371 4.393 0.238
H 1.704 2.387 -0.317
H 2.940 3.182 0.431
H 3.021 3.207 -1.262
H 1.843 5.481 -0.125
H 1.359 3.913 -2.447
H 1.332 5.714 -2.271
C -5.002 0.129 -1.327
C -3.956 -0.688 -2.140
C -2.651 -0.015 -2.501
O -1.632 -0.972 -2.031
C -2.186 -2.026 -1.312
O -1.617 -3.087 -1.000
O -3.539 -1.822 -1.283
H -5.989 -0.187 -1.664
H -4.721 1.167 -1.507
H -4.973 -0.009 -0.246
H -4.466 -0.989 -3.056
H -2.572 0.919 -1.945
H -2.560 0.003 -3.587
C -1.804 3.090 2.333
C -3.018 2.712 1.418
C -2.773 2.052 0.104
O -3.500 0.808 0.130
C -3.887 0.607 1.399
O -4.457 -0.392 1.776
O -3.701 1.742 2.082
H -2.082 3.239 3.376
H -1.249 3.958 1.977
H -1.199 2.196 2.484
H -3.738 3.529 1.470
H -1.721 1.837 -0.081
H -3.118 2.682 -0.716
C 0.065 -2.207 0.323
C -0.129 -0.729 0.056
C -1.177 -0.214 0.932
O -0.766 1.038 1.358
C 0.595 1.112 1.021
O 1.284 2.171 1.210
O 1.065 -0.067 0.480
H -0.882 -2.725 0.174
H 0.386 -2.461 1.334
H 0.874 -2.688 -0.226
H -0.367 -0.318 -0.925
H -1.518 -0.773 1.803
H -2.040 -0.149 0.268
```

***

(2)
C30H48BrN3P2Ti | wB97M-V/def2-TZVPD

## Properties
expectation value of S²: 2.05
spin multiplicity: 3
frontier orbital gap (spin up / spin down): 6.388 / 6.234 eV
net charge: +2
LUMO (spin up / spin down): -6.5 / -7.3 eV
HOMO (spin up / spin down): -12.88 / -13.53 eV
E_tot: -5441.7690 Eh

XYZ file:
```
85
C30H48BrN3P2Ti | the OMol25 dataset | wB97M-V/def2-TZVPD
N 4.220 5.484 0.977
C 4.865 4.417 0.523
C 4.323 3.595 -0.469
C 3.050 3.922 -0.983
C 2.432 5.128 -0.573
C 3.049 5.859 0.448
C 2.404 3.023 -1.892
Ti -0.528 -0.916 -0.909
P -2.352 -2.787 -0.323
C 1.171 3.231 -2.421
C 0.446 2.011 -2.773
C -0.954 2.097 -2.869
C -1.730 0.965 -2.809
C -1.090 -0.298 -2.722
C 0.333 -0.431 -2.900
C 1.063 0.761 -2.915
Br -2.320 -1.830 -3.813
H 3.035 2.234 -2.326
H 0.673 4.203 -2.444
H 4.847 2.745 -0.898
H 1.524 5.478 -1.066
H 5.859 4.179 0.910
H 2.597 6.769 0.849
H -1.356 3.116 -2.937
H 2.142 0.729 -3.079
H -2.829 0.989 -2.840
H 0.715 -1.391 -3.259
P -1.049 0.695 1.128
C -1.255 -3.728 -1.452
C -1.839 -4.766 -2.428
H -0.533 -4.270 -0.812
H -0.682 -2.974 -2.058
H -0.975 -5.219 -2.925
H -2.363 -5.564 -1.896
H -2.478 -4.308 -3.193
C -3.968 -2.080 -0.890
C -5.055 -3.102 -1.204
H -3.718 -1.450 -1.770
H -4.283 -1.403 -0.090
H -5.782 -2.613 -1.866
H -4.704 -4.013 -1.707
H -5.589 -3.408 -0.284
C -2.778 -3.897 1.047
C -2.975 -5.373 0.698
H -3.701 -3.499 1.501
H -1.970 -3.783 1.788
H -3.249 -5.893 1.623
H -3.793 -5.544 -0.014
H -2.073 -5.845 0.297
C -0.721 0.151 2.864
C -1.270 -1.196 3.306
H -1.133 0.949 3.495
H 0.367 0.163 3.001
H -1.314 -1.208 4.407
H -2.281 -1.411 2.939
H -0.622 -2.025 2.998
C -2.873 0.806 1.144
C -3.444 1.764 0.109
H -3.148 1.113 2.162
H -3.250 -0.214 0.993
H -4.537 1.702 0.128
H -3.172 2.805 0.314
H -3.097 1.523 -0.899
C -0.634 2.513 1.293
C 0.341 3.033 2.356
H -1.597 3.024 1.437
H -0.280 2.822 0.297
H 0.052 4.061 2.637
H 0.339 2.435 3.277
H 1.373 3.091 1.986
C 2.430 -4.359 1.975
C 2.128 -2.987 1.517
C 2.650 -1.751 1.841
C 2.033 -0.810 1.012
N 1.155 -1.486 0.198
N 1.245 -2.788 0.535
C 2.179 0.649 1.006
H 3.148 -4.840 1.297
H 2.892 -4.279 2.956
H 1.543 -5.002 2.028
H 3.356 -1.505 2.623
H 0.682 -3.510 0.148
H 2.313 0.973 2.050
H 3.053 0.966 0.414
H 1.324 1.215 0.588
```

***

Question: Which of these has the lowest E_tot?
Answer: C30H48Br6O18

***

Question: Among the records above, which one has the highest spin multiplicity?
Answer: C30H48BrN3P2Ti

***

Question: What is the spin multiplicity in the first record?
Answer: 1